Record 1
This record from the OMol25 dataset describes a structure of composition C28H61BeBr4ClFN5O10. The level of theory is the ωB97M-V functional and the def2-TZVPD basis.

Atoms and positions in Å:
C1 -8.76 -3.35 1.04
C2 -9.35 -2.39 -0.01
O1 -10.45 -2.05 0.15
N1 -8.64 -1.93 -1.18
C3 -7.93 -0.64 -0.90
C4 -6.76 -0.96 0.08
C5 -5.45 -0.17 -0.18
C6 -4.40 -0.67 0.90
C7 -2.94 -0.19 0.61
C8 -2.21 -0.39 2.02
N2 -1.68 -1.77 1.74
C9 -1.10 -1.51 0.44
N3 0.12 -1.67 0.11
C10 0.53 -1.31 -1.26
C11 1.90 -0.55 -1.14
C12 2.12 0.44 -2.31
O2 3.08 0.47 -2.94
O3 1.05 1.33 -2.61
N4 -2.15 -1.02 -0.33
H1 -7.71 -3.13 1.31
H2 -9.34 -3.23 1.98
H3 -8.75 -4.41 0.69
H4 -9.31 -1.74 -1.92
H5 -8.67 -0.03 -0.32
H6 -7.60 -0.13 -1.83
H7 -6.52 -2.03 -0.06
H8 -7.07 -0.82 1.14
H9 -5.05 -0.35 -1.21
H10 -5.58 0.92 -0.02
H11 -4.52 -1.77 0.94
H12 -4.73 -0.22 1.86
H13 -3.04 0.89 0.39
H14 -2.87 -0.58 2.89
H15 -1.37 0.39 2.20
H16 -2.42 -2.43 1.52
H17 0.84 -1.99 0.74
H18 -0.19 -0.65 -1.76
H19 0.69 -2.25 -1.82
H20 2.75 -1.26 -1.08
H21 1.84 0.02 -0.18
H22 0.45 0.81 -3.17
H23 -1.87 -0.34 -1.04
Br1 -0.05 1.12 0.84
C13 4.78 -0.51 1.70
C14 5.80 -1.37 2.43
N5 5.22 -2.23 3.54
C15 4.53 -1.33 4.54
C16 6.34 -2.90 4.32
C17 7.20 -3.89 3.56
C18 4.15 -3.22 3.06
C19 4.50 -4.14 1.90
O4 4.76 -3.41 0.72
C20 5.53 -4.16 -0.22
H24 4.36 0.26 2.35
H25 5.27 0.00 0.88
H26 3.96 -1.09 1.28
H27 6.54 -0.72 2.91
H28 6.33 -2.01 1.74
H29 5.24 -0.56 4.85
H30 4.22 -1.93 5.38
H31 3.66 -0.88 4.07
H32 5.88 -3.39 5.18
H33 6.97 -2.09 4.69
H34 6.75 -4.88 3.55
H35 8.15 -4.01 4.09
H36 7.44 -3.59 2.55
H37 3.29 -2.61 2.78
H38 3.88 -3.81 3.93
H39 3.62 -4.78 1.71
H40 5.32 -4.81 2.14
H41 5.30 -5.22 -0.18
H42 6.60 -4.00 -0.03
H43 5.31 -3.78 -1.22
Cl1 0.56 3.53 -0.32
Be1 0.77 2.90 -2.50
O5 6.26 -4.21 7.47
H44 6.15 -3.45 8.05
H45 6.75 -4.84 8.00
C21 -6.21 0.19 -6.47
C22 -6.55 -0.13 -5.02
O6 -6.85 1.06 -4.31
H46 -5.35 0.86 -6.51
H47 -5.97 -0.72 -7.02
H48 -7.04 0.69 -6.96
H49 -5.71 -0.62 -4.53
H50 -7.42 -0.80 -4.97
H51 -7.60 1.48 -4.75
C23 -2.10 0.47 -6.32
Br2 -2.65 -1.30 -6.84
Br3 -3.08 1.11 -4.79
Br4 -0.19 0.58 -6.03
H52 -2.33 1.13 -7.15
C24 3.97 7.74 1.92
C25 3.34 6.77 0.95
C26 4.14 6.53 -0.30
O7 3.13 6.20 -1.25
C27 1.98 6.81 -0.84
O8 1.01 6.89 -1.50
O9 2.11 7.29 0.43
H53 5.00 7.45 2.15
H54 3.98 8.76 1.50
H55 3.40 7.79 2.85
H56 3.11 5.83 1.46
H57 4.85 5.71 -0.19
H58 4.67 7.42 -0.64
F1 -10.23 -1.32 2.34
C28 1.26 6.98 -4.52
O10 1.09 7.63 -5.64
H59 2.30 6.90 -4.14
H60 0.72 7.36 -3.63
H61 0.93 5.89 -4.51

Output
LUMO level ... -2.11 eV
E_HOMO ... -4.4 eV
E ... -353748.2129 eV
Multiplicity ... 1
Maximum force ... 4.48 eV Å⁻¹
HOMO-LUMO gap ... 2.31 eV

Record 2
This record from the OMol25 dataset describes a cluster of 3 separate species, C3H9N2O2S in total. The level of theory is the ωB97M-V functional and the def2-TZVPD basis.

Atoms and positions in Å:
N1 0.30 0.35 1.25
C1 1.47 0.22 0.47
C2 1.31 -0.62 -0.89
S1 2.76 -0.67 -1.83
C3 -2.24 1.23 -1.47
N2 -2.94 0.72 -0.47
O1 -1.30 2.06 -1.54
H1 -0.59 0.37 0.74
H2 2.19 -0.33 1.08
H3 2.03 1.09 0.15
H4 0.99 -1.63 -0.63
H5 0.43 -0.13 -1.34
H6 -2.55 0.83 -2.48
H7 -2.80 1.44 0.26
H8 0.07 -2.37 2.80
H9 0.34 -0.56 1.85
O2 0.54 -2.00 2.04

Output
ΔE to the lowest compared entry with this formula, charge and spin ... 751.67 kJ/mol
Total charge ... -1
LUMO level ... -1.20 eV
E_HOMO ... -4.2 eV
E ... -21162.4173 eV
Multiplicity ... 1
Maximum force ... 2.42 eV Å⁻¹
HOMO-LUMO gap ... 3.03 eV

Record 3
This record from the OMol25 dataset describes an isolated molecule of C3H4N2O2. The level of theory is the ωB97M-V functional and the def2-TZVPD basis.

Atoms and positions in Å:
C1 0.51 0.59 -1.27
N1 0.10 0.02 -0.01
N2 0.66 0.77 1.25
C2 -0.53 0.36 1.50
O1 -0.78 -1.14 1.50
C3 -0.23 -1.32 0.29
O2 -0.15 -2.29 -0.40
H1 -0.01 1.54 -1.45
H2 1.59 0.76 -1.27
H3 0.24 -0.13 -2.05
H4 -1.40 0.85 1.93

Output
ΔE to the lowest compared entry with this formula, charge and spin ... 516.88 kJ/mol
LUMO level ... 0.50 eV
E_HOMO ... -9.2 eV
E ... -10246.9080 eV
Multiplicity ... 1
Maximum force ... 0.60 eV Å⁻¹
HOMO-LUMO gap ... 9.73 eV

Record 4
This record from the OMol25 dataset describes a cluster of 3 separate species, C25H44FNO12P2 in total. The level of theory is the ωB97M-V functional and the def2-TZVPD basis.

Atoms and positions in Å:
C1 3.52 0.62 0.73
C2 3.81 1.91 -0.29
O1 3.00 3.06 0.16
C3 2.77 4.02 -0.95
C4 2.20 5.41 -0.21
O2 1.30 5.14 0.92
C5 -0.12 5.11 0.49
N1 -0.91 3.95 1.09
C6 -2.35 3.79 0.57
O3 -3.50 4.06 1.21
C7 -2.08 3.17 -0.92
C8 -2.89 3.28 -2.34
C9 -2.20 2.47 -3.64
C10 -0.80 1.58 -3.43
C11 0.00 1.50 -1.96
F1 1.25 0.73 -1.74
C12 -0.68 2.34 -0.73
C13 -0.25 2.58 0.83
O4 0.44 1.84 1.70
H1 3.77 1.00 1.82
H2 2.41 0.25 0.70
H3 4.22 -0.30 0.49
H4 3.62 1.66 -1.42
H5 4.97 2.17 -0.17
H6 3.81 4.27 -1.46
H7 2.07 3.63 -1.79
H8 3.17 5.93 0.25
H9 1.77 6.19 -1.00
H10 -0.11 5.14 -0.68
H11 -0.61 6.14 0.84
H12 -3.88 3.91 -2.42
H13 -2.68 2.49 -4.72
H14 -0.29 0.98 -4.32
O5 3.18 0.15 6.09
P1 2.13 0.06 7.22
O6 1.22 -1.09 6.45
C14 1.67 -2.43 6.53
C15 1.42 -3.02 7.90
O7 1.33 1.43 6.71
C16 2.01 2.47 6.03
C17 1.83 2.32 4.53
O8 0.96 -0.04 8.50
C18 -0.33 0.56 8.45
C19 -1.24 0.07 7.33
H15 2.73 -2.49 6.27
H16 1.12 -3.00 5.78
H17 2.03 -2.52 8.66
H18 1.65 -4.08 7.92
H19 0.37 -2.88 8.20
H20 3.07 2.50 6.32
H21 1.58 3.42 6.35
H22 2.08 1.31 4.18
H23 2.46 3.04 3.99
H24 0.79 2.49 4.26
H25 -0.24 1.65 8.45
H26 -0.81 0.30 9.40
H27 -0.87 0.38 6.35
H28 -2.24 0.49 7.45
H29 -1.31 -1.02 7.33
O9 -1.11 -1.87 -5.23
P2 -0.93 -3.30 -5.79
O10 -2.20 -3.17 -6.85
C20 -1.97 -2.48 -8.06
C21 -1.14 -3.32 -9.02
O11 -1.72 -4.00 -4.50
C22 -1.70 -3.39 -3.22
C23 -2.97 -2.59 -3.01
O12 -0.73 -4.90 -6.42
C24 -1.54 -6.01 -6.07
C25 -3.02 -5.87 -6.40
H30 -1.49 -1.52 -7.87
H31 -2.95 -2.28 -8.51
H32 -0.13 -3.46 -8.63
H33 -1.07 -2.83 -10.00
H34 -1.58 -4.31 -9.15
H35 -0.80 -2.78 -3.08
H36 -1.66 -4.19 -2.47
H37 -3.16 -1.89 -3.83
H38 -2.92 -2.01 -2.08
H39 -3.84 -3.25 -2.96
H40 -1.39 -6.27 -5.02
H41 -1.15 -6.86 -6.64
H42 -3.51 -5.10 -5.79
H43 -3.54 -6.82 -6.21
H44 -3.16 -5.60 -7.45

Output
LUMO level ... -2.37 eV
E_HOMO ... -9.4 eV
E ... -73975.3510 eV
Multiplicity ... 1
Maximum force ... 9.70 eV Å⁻¹
HOMO-LUMO gap ... 7.05 eV
Structure (SMILES) ... CCOCCOCN1C(=O)c2cccc(F)c2C1=O.CCOP(=O)(OCC)OCC.CCOP(=O)(OCC)OCC

Record 5
This record from the OMol25 dataset describes a structure of composition AlH2O. The level of theory is the ωB97M-V functional and the def2-TZVPD basis.

Atoms and positions in Å:
Al1 -17.78 23.20 -5.69
O1 -18.27 21.18 -3.72
H1 -18.77 20.32 -3.94
H2 -17.47 20.83 -3.21

Output
ΔE to the lowest compared entry with this formula, charge and spin ... 109.33 kJ/mol
Total charge ... +3
LUMO level ... -25.24 eV
E_HOMO ... -31.0 eV
E ... -8627.9966 eV
Multiplicity ... 1
Maximum force ... 0.84 eV Å⁻¹
HOMO-LUMO gap ... 5.80 eV

Record 6
This record from the OMol25 dataset describes a structure of composition C27H22F3N5O3PbS2. The level of theory is the ωB97M-V functional and the def2-TZVPD basis.

Atoms and positions in Å:
Pb1 1.56 -1.09 -0.83
C1 2.08 -4.06 1.79
C2 3.14 -4.34 0.93
C3 4.18 -3.43 0.78
C4 4.16 -2.23 1.50
C5 3.10 -1.96 2.36
C6 2.06 -2.87 2.50
H1 1.27 -4.76 1.89
H2 3.15 -5.26 0.37
H3 5.00 -3.64 0.11
H4 4.97 -1.53 1.39
H5 3.10 -1.03 2.93
H6 1.23 -2.64 3.16
N1 -1.84 -4.38 -0.83
C7 -1.05 -3.29 -1.04
S1 0.60 -3.59 -1.41
N2 -1.70 -2.15 -0.93
N3 -0.94 -1.04 -1.10
C8 -1.56 0.08 -1.18
C9 -3.03 0.21 -1.02
C10 -3.82 0.71 -2.05
C11 -5.20 0.84 -1.88
C12 -5.79 0.47 -0.68
C13 -5.00 -0.03 0.35
C14 -3.63 -0.17 0.18
C15 -0.75 1.30 -1.44
C16 -1.32 2.57 -1.43
C17 -0.54 3.67 -1.75
C18 0.79 3.48 -2.07
C19 1.31 2.20 -2.00
N4 0.56 1.14 -1.70
H7 -1.49 -5.28 -1.12
H8 -2.83 -4.23 -0.82
H9 -3.37 0.99 -2.99
H10 -5.80 1.22 -2.69
H11 -6.85 0.57 -0.54
H12 -5.46 -0.34 1.29
H13 -3.02 -0.60 0.96
H14 -2.36 2.69 -1.16
H15 -0.97 4.66 -1.76
H16 1.43 4.30 -2.35
H17 2.36 2.00 -2.18
F1 5.37 -2.06 -2.47
C20 5.02 -1.40 -3.58
F2 6.05 -0.64 -3.96
F3 4.79 -2.30 -4.54
S2 3.54 -0.36 -3.28
O1 3.82 0.25 -1.98
O2 3.46 0.54 -4.39
O3 2.45 -1.35 -3.18
N5 0.35 0.11 1.48
C21 -0.05 1.01 2.08
C22 -0.56 2.12 2.84
C23 0.32 3.00 3.45
C24 -0.18 4.08 4.17
C25 -1.56 4.26 4.27
C26 -2.43 3.38 3.65
C27 -1.94 2.31 2.93
H18 1.39 2.85 3.36
H19 0.50 4.77 4.65
H20 -1.94 5.10 4.83
H21 -3.50 3.53 3.72
H22 -2.61 1.61 2.43

Output
ΔE to the lowest compared entry with this formula, charge and spin ... 36.87 kJ/mol
LUMO level ... -0.42 eV
E_HOMO ... -7.9 eV
E ... -77021.2733 eV
Multiplicity ... 1
Maximum force ... 0.42 eV Å⁻¹
HOMO-LUMO gap ... 7.46 eV

Record 7
This record from the OMol25 dataset describes a cluster of 5 separate species, C28H53FI2NO10 in total. The level of theory is the ωB97M-V functional and the def2-TZVPD basis.

Atoms and positions in Å:
C1 -2.65 3.77 -5.08
C2 -2.42 2.57 -4.14
C3 -3.77 2.01 -3.68
F1 -3.88 0.65 -3.87
C4 -4.12 2.40 -2.26
C5 -5.10 3.37 -2.11
N1 -5.46 3.81 -0.90
C6 -4.92 3.32 0.23
C7 -3.95 2.35 0.14
C8 -3.53 1.88 -1.11
C9 -2.42 0.85 -0.99
O1 -1.76 0.90 -0.02
O2 -2.30 -0.15 -1.89
C10 -1.10 -0.27 -2.60
I1 0.55 0.94 -2.15
C11 -0.99 -1.22 -3.52
C12 0.21 -1.50 -4.36
I2 -2.63 -2.50 -3.84
H1 -3.48 4.38 -4.70
H2 -2.97 3.43 -6.06
H3 -1.77 4.40 -5.16
H4 -1.89 1.82 -4.71
H5 -1.84 2.94 -3.31
H6 -4.52 2.46 -4.32
H7 -5.58 3.80 -2.98
H8 -6.17 4.53 -0.83
H9 -5.24 3.71 1.18
H10 -3.51 1.95 1.05
H11 0.68 -0.59 -4.70
H12 0.92 -2.13 -3.84
H13 -0.12 -2.02 -5.25
C13 -0.92 -3.21 3.40
O3 -1.80 -2.69 2.41
C14 -1.14 -1.94 1.40
C15 -0.94 -2.72 0.13
O4 -0.07 -3.83 0.25
C16 -0.74 -5.07 0.39
H14 -1.46 -3.99 3.94
H15 -0.02 -3.64 2.96
H16 -0.64 -2.43 4.11
H17 -0.19 -1.54 1.78
H18 -1.78 -1.10 1.15
H19 -0.49 -2.04 -0.60
H20 -1.92 -3.04 -0.26
H21 -1.10 -5.42 -0.58
H22 -1.58 -5.00 1.09
H23 -0.02 -5.79 0.77
C17 5.24 -5.23 3.32
O5 4.09 -5.77 2.69
C18 2.99 -4.88 2.68
C19 2.85 -4.17 1.35
O6 3.95 -3.31 1.09
C20 4.91 -3.88 0.22
H24 6.10 -5.85 3.03
H25 5.43 -4.20 3.02
H26 5.14 -5.28 4.41
H27 3.07 -4.15 3.49
H28 2.09 -5.48 2.85
H29 1.95 -3.54 1.38
H30 2.71 -4.89 0.54
H31 4.57 -3.83 -0.82
H32 5.13 -4.92 0.48
H33 5.83 -3.30 0.31
C21 4.65 0.98 -1.13
O7 4.27 2.01 -2.03
C22 4.58 3.31 -1.56
C23 5.87 3.85 -2.16
O8 6.99 3.09 -1.76
C24 7.42 2.15 -2.72
H34 4.67 0.04 -1.68
H35 5.65 1.16 -0.71
H36 3.93 0.90 -0.31
H37 4.64 3.32 -0.47
H38 3.76 3.96 -1.86
H39 6.01 4.87 -1.79
H40 5.79 3.89 -3.25
H41 7.98 2.65 -3.52
H42 6.58 1.61 -3.17
H43 8.07 1.43 -2.23
C25 -2.75 3.54 2.79
O9 -3.56 2.41 2.51
C26 -3.05 1.20 3.07
C27 -3.73 0.83 4.37
O10 -3.47 1.77 5.39
C28 -4.52 2.70 5.59
H44 -3.34 4.43 2.60
H45 -2.42 3.55 3.84
H46 -1.87 3.55 2.14
H47 -1.96 1.27 3.21
H48 -3.23 0.41 2.34
H49 -3.32 -0.13 4.71
H50 -4.80 0.70 4.22
H51 -5.33 2.24 6.16
H52 -4.92 3.07 4.64
H53 -4.12 3.54 6.16

Output
Total charge ... +1
LUMO level ... -4.74 eV
E_HOMO ... -10.4 eV
E ... -70766.3394 eV
Multiplicity ... 1
Maximum force ... 2.69 eV Å⁻¹
HOMO-LUMO gap ... 5.63 eV

Record 8
This record from the OMol25 dataset describes a cluster of 3 separate species, C32H56BClN3O6 in total. The level of theory is the ωB97M-V functional and the def2-TZVPD basis.

Atoms and positions in Å:
C1 4.16 -4.04 -4.06
C2 3.87 -4.66 -5.48
C3 2.34 -4.97 -5.78
C4 1.58 -3.81 -6.59
C5 1.85 -2.46 -5.84
N1 2.98 -1.75 -6.24
C6 3.36 -0.53 -5.67
C7 2.55 0.08 -4.58
C8 3.01 1.48 -4.02
C9 2.45 2.54 -5.07
O1 1.30 2.85 -4.97
Cl1 3.50 3.17 -6.39
C10 1.32 -0.62 -4.08
C11 0.45 -0.03 -2.93
O2 0.90 0.29 -1.86
O3 -0.92 0.10 -3.11
C12 0.99 -1.92 -4.75
B1 -0.35 -2.77 -4.33
O4 -0.37 -3.62 -3.21
C13 -1.64 -2.52 -5.28
C14 -3.00 -2.52 -4.45
H1 5.26 -3.81 -3.97
H2 3.62 -3.07 -3.87
H3 3.82 -4.74 -3.24
H4 4.44 -5.63 -5.58
H5 4.29 -3.99 -6.30
H6 1.81 -5.03 -4.77
H7 2.28 -5.97 -6.30
H8 1.98 -3.81 -7.64
H9 0.48 -4.03 -6.68
H10 3.54 -2.13 -7.01
H11 4.28 -0.02 -6.05
H12 2.55 1.67 -3.02
H13 4.14 1.47 -3.99
H14 -1.37 0.01 -2.25
H15 -0.24 -4.55 -3.47
H16 -1.60 -3.29 -6.11
H17 -1.55 -1.50 -5.77
H18 -3.14 -3.52 -3.94
H19 -3.84 -2.30 -5.17
H20 -2.91 -1.69 -3.70
C15 2.33 0.42 1.45
C16 1.76 -1.01 1.63
C17 0.22 -0.96 1.67
C18 -0.33 -0.42 2.99
C19 0.26 -1.17 4.17
C20 1.79 -1.21 4.16
N2 2.35 -1.64 2.85
O5 2.18 -2.96 2.74
C21 2.35 0.18 4.54
C22 2.27 -2.12 5.32
C23 2.18 -1.74 0.33
H21 1.73 1.18 1.95
H22 3.36 0.48 1.82
H23 2.36 0.71 0.40
H24 -0.18 -1.96 1.51
H25 -0.15 -0.34 0.84
H26 -0.13 0.65 3.08
H27 -1.42 -0.53 2.99
H28 -0.10 -0.72 5.10
H29 -0.14 -2.20 4.17
H30 3.44 0.21 4.44
H31 2.11 0.42 5.58
H32 1.93 0.99 3.96
H33 1.85 -3.13 5.26
H34 1.95 -1.71 6.28
H35 3.36 -2.20 5.33
H36 3.27 -1.81 0.25
H37 1.82 -1.20 -0.55
H38 1.76 -2.75 0.26
C24 -2.71 5.06 2.43
C25 -3.29 3.63 2.61
C26 -4.83 3.69 2.65
C27 -5.38 4.24 3.97
C28 -4.80 3.48 5.15
C29 -3.26 3.43 5.14
N3 -2.71 3.00 3.83
O6 -2.89 1.68 3.73
C30 -2.70 4.82 5.52
C31 -2.79 2.52 6.30
C32 -2.88 2.90 1.31
H39 -3.31 5.82 2.93
H40 -1.69 5.12 2.80
H41 -2.68 5.35 1.38
H42 -5.25 2.69 2.49
H43 -5.20 4.31 1.83
H44 -5.18 5.31 4.06
H45 -6.47 4.14 3.97
H46 -5.15 3.94 6.08
H47 -5.20 2.46 5.15
H48 -1.61 4.84 5.42
H49 -2.93 5.06 6.56
H50 -3.11 5.64 4.94
H51 -3.22 1.52 6.24
H52 -3.11 2.93 7.26
H53 -1.70 2.43 6.32
H54 -1.79 2.82 1.24
H55 -3.24 3.44 0.44
H56 -3.30 1.89 1.25

Output
Total charge ... +1
LUMO level (spin up / spin down) ... -4.88 / -4.88 eV
E_HOMO (spin up / spin down) ... -10.1 / -10.8 eV
E ... -64036.1294 eV
Multiplicity ... 3
Maximum force ... 3.87 eV Å⁻¹
HOMO-LUMO gap (spin up / spin down) ... 5.23 / 5.93 eV